Computed, not measured: a structure of composition C17H15ClIN3ORh at a distorted geometry, with ωB97M-V/def2-TZVPD.

Computed properties:
Frontier orbital gap   5.5 eV
Strongest force on any atom   4.21 eV/A
Total energy   -1764.47854 Ha
Lowest unoccupied orbital energy   -4.722 eV
Net charge   +1

Structure (XYZ):
```
39
Properties=species:S:1:pos:R:3:forces:R:3:nbo_charge:R:1
C -1.164742 -2.617847 0.892011 -0.008 -0.039 0.081 -0.031
C 2.417255 2.131284 2.161354 -0.583 -0.550 -0.565 -0.247
H -0.439279 1.193114 -5.100361 0.035 0.030 0.027 0.220
H -4.470034 -2.548986 0.137394 -0.004 0.012 0.010 0.251
C 1.181076 -2.884268 1.338906 -0.143 -0.189 0.042 -0.270
C -1.995286 -0.274177 0.728103 -0.310 -1.061 -0.167 0.370
H -0.379967 2.567987 3.919751 -0.076 -0.120 -0.099 0.269
I -4.780466 0.556531 0.034151 0.030 -0.160 0.016 0.196
C -2.466409 -3.078757 0.593499 -0.147 0.344 -0.026 -0.091
C 1.688928 -0.084518 -4.044351 0.049 -0.172 -0.005 -0.396
N 0.594422 0.627775 -3.378855 0.274 -0.023 -0.214 -0.443
C 0.419473 2.569871 3.195734 -0.555 -0.286 -0.547 -0.232
C 1.295190 -1.492440 1.423444 0.125 0.222 0.118 0.067
C 0.562623 3.489307 2.121632 -0.186 0.297 -0.619 -0.301
H -0.083255 4.326361 1.913210 0.007 -0.001 0.001 0.273
N 0.915463 1.317680 -1.046449 -1.020 0.264 0.557 -0.504
C 1.808851 3.213535 1.485765 -0.687 0.333 -0.276 -0.218
Rh 0.291025 1.525590 0.975245 2.253 -1.694 3.131 1.007
H -1.297604 1.516771 -3.586477 0.027 -0.015 0.040 0.234
H 1.461768 -1.147792 -4.135641 -0.040 0.025 0.003 0.214
C -0.043281 -3.448795 1.084684 0.190 0.155 0.040 -0.102
C -0.659799 0.806446 -4.106568 -0.234 0.074 -0.026 -0.398
O -1.747691 0.994904 0.752761 1.194 1.617 -0.014 -0.688
C -3.254933 -0.804388 0.434377 0.404 0.755 0.041 -0.254
H 2.255354 3.807118 0.704044 -0.060 -0.118 -0.118 0.267
C 0.730366 0.989278 -2.141528 0.084 -0.066 0.178 0.622
H -1.188751 -0.142200 -4.205945 0.044 -0.016 0.042 0.216
H 1.761742 0.971224 3.947963 -0.081 -0.116 -0.102 0.257
H 3.393874 1.721775 1.955251 -0.074 -0.081 -0.118 0.258
Cl -2.783775 -4.770230 0.490102 -0.001 -0.186 -0.012 0.031
H 1.832904 0.335642 -5.038398 -0.016 0.040 0.022 0.222
H -0.154736 -4.522260 1.020885 -0.017 -0.001 -0.011 0.246
C 1.559422 1.741731 3.219405 -0.304 -0.066 -0.456 -0.154
C -0.954533 -1.221180 0.979523 -0.546 0.101 -0.125 0.060
H 2.607111 0.035358 -3.475193 -0.018 0.018 0.010 0.225
C -3.481038 -2.180215 0.373432 0.120 -0.371 0.056 -0.207
H 2.058725 -3.499400 1.476004 0.010 0.032 0.033 0.241
H 2.249542 -1.028100 1.636378 -0.007 0.013 -0.071 0.207
N 0.260468 -0.693730 1.264759 0.270 0.997 -0.876 -0.418
```
Forces are in eV/Å.

Computed, not measured: a structure of composition C17H15F21N5O21S7Zn2 at a distorted geometry, with ωB97M-V/def2-TZVPD.

Computed properties:
Frontier orbital gap   7.6 eV
Strongest force on any atom   4.14 eV/A
Total energy   -10954.01962 Ha
Lowest unoccupied orbital energy   4.922 eV
Energy above the lowest of the compared OMol25 structures with the same formula, charge and spin   0.0 kcal per mole
Net charge   -3

Structure (XYZ):
```
88
Properties=species:S:1:pos:R:3:forces:R:3:lowdin_charge:R:1
F 5.219061 -23.977310 -3.499736 -0.019 0.160 -0.362 0.130
S 0.529561 -19.492990 -5.762047 -0.464 1.289 -0.673 0.555
C 6.025366 -21.302410 -7.457947 -0.130 1.859 1.187 -0.666
O 8.316851 -13.500144 -7.179606 -0.851 0.726 1.086 -0.328
H -1.316948 -16.706303 -3.562859 0.193 0.403 -0.054 0.072
S 3.739932 -15.955000 -8.384148 -0.728 -2.267 -3.381 0.548
O 1.436301 -21.640784 -0.047699 -0.326 1.271 -0.682 -0.321
F -0.602217 -21.935907 -5.802657 -0.408 -0.374 -0.506 0.125
O 2.857095 -16.283176 -4.647475 0.865 -0.101 0.603 -0.237
F -1.104737 -20.746527 -4.082253 -0.403 0.009 -0.626 0.094
F 4.822778 -14.906540 -2.604117 0.456 -0.050 0.369 0.126
F 1.413633 -14.748101 -7.775814 -0.029 0.098 -0.171 0.126
O 5.226364 -16.947306 -4.714548 0.515 0.864 1.414 -0.326
C 2.261588 -12.018770 -1.087752 -0.475 -0.639 -0.460 -0.075
C 3.010116 -15.062421 1.022093 0.448 -0.441 0.812 -0.061
O 2.840555 -17.099578 -8.532083 0.424 1.558 1.571 -0.299
F -2.041013 -20.288277 -6.001524 -0.411 -0.292 -0.263 0.136
O 1.561186 -20.020202 -4.838376 -1.186 -0.224 -0.486 -0.344
F 1.880635 -19.162629 1.544149 -0.288 0.251 0.539 0.130
C 2.707948 -14.432223 -7.846343 0.709 -1.253 0.273 -0.647
H 3.696636 -14.311665 0.634784 -0.162 0.165 0.099 0.078
F 2.955525 -15.706195 -1.931126 0.064 -0.128 0.343 0.115
C 7.691322 -18.507440 -0.626864 0.364 0.474 -1.643 -0.084
H 7.880360 -12.936007 -1.367249 -0.053 0.114 -0.755 0.078
O 3.683038 -18.374206 -3.683345 -0.150 1.048 1.137 -0.292
C 3.687018 -11.782083 -1.390766 -0.782 -0.057 0.889 -0.257
F 5.306743 -12.618309 -4.800917 0.197 -0.322 0.575 0.151
N 8.828538 -14.977466 -3.660346 0.101 -0.049 0.048 0.170
O 4.795214 -16.078662 -7.377940 -0.446 0.173 0.250 -0.380
F 5.511779 -22.498946 -7.283825 0.029 -0.317 -0.182 0.156
H -1.086685 -15.916174 -1.914937 0.139 0.219 -0.252 0.061
F 7.208975 -21.177932 -6.829097 -0.215 -0.435 -0.253 0.119
O 5.978867 -13.461238 -7.820231 -0.162 0.566 0.947 -0.285
O 7.479435 -20.903359 -2.855751 -0.597 -0.471 -0.669 -0.325
H 8.774467 -18.595048 -0.744313 0.042 -0.235 0.822 0.084
Zn 3.181691 -20.328348 -3.850016 0.734 0.339 0.785 0.687
C 6.273326 -23.177057 -3.700519 -0.100 1.705 1.784 -0.652
F 6.333835 -22.790216 -4.963153 0.044 -0.611 -0.170 0.125
F 6.448996 -11.165728 -5.888500 -0.073 -0.138 -0.076 0.097
F 3.082890 -13.994726 -6.646521 0.036 0.242 0.003 0.122
N 6.749497 -20.229611 1.045571 -0.149 0.236 0.250 0.156
S 2.387635 -20.644355 -0.531822 0.638 -3.086 1.066 0.524
O 6.202802 -22.139840 -1.229614 -0.327 -0.472 -0.801 -0.304
H 7.418358 -18.750880 -1.659011 -0.613 0.068 0.141 0.068
H 1.868186 -12.155138 -0.079062 1.117 0.428 0.480 0.064
F 6.218663 -21.074277 -8.744259 0.222 -0.221 -0.564 0.144
H 2.001343 -13.001711 -1.489171 -0.038 0.200 -0.583 0.070
H 6.703262 -14.202624 -1.313571 -0.003 -0.298 -0.597 0.056
S 3.946153 -16.987545 -4.021272 -1.476 -0.508 -1.268 0.585
H 8.314195 -14.382186 -0.658935 -0.004 -0.476 -0.168 0.077
N -1.831578 -18.908554 -1.470813 -0.138 0.131 -0.050 0.125
F 2.649189 -18.069264 -0.130886 -0.656 0.701 -0.212 0.104
O 4.307683 -20.336858 -5.515696 1.493 -0.616 -2.038 -0.326
F 0.528793 -18.800986 -0.111457 0.550 0.792 0.165 0.126
F 7.484736 -12.353401 -4.452738 -0.274 -0.249 0.782 0.120
S 4.839460 -19.957727 -6.845137 -3.256 0.314 0.504 0.632
O 2.405800 -20.499007 -1.995810 -0.786 0.674 0.154 -0.331
S 6.245161 -21.630742 -2.577088 -0.534 0.848 0.626 0.538
F 4.775865 -16.832710 -1.517975 0.381 0.498 0.566 0.147
O 6.788483 -15.000902 -6.105308 0.316 0.134 1.001 -0.387
Zn 6.289442 -16.885456 -6.330045 -1.613 0.680 -0.488 0.854
C -0.845608 -16.739689 -2.582889 -0.177 -1.479 0.491 -0.051
H 3.365980 -16.040908 0.700383 -0.345 0.023 -0.327 0.065
N 4.799533 -11.640989 -1.634929 0.013 0.073 0.053 0.140
O 5.028368 -20.895158 -3.021437 1.077 -1.100 0.270 -0.349
F 2.868157 -13.463353 -8.738342 -0.153 0.354 -0.064 0.123
C -1.366113 -17.973362 -1.948172 -0.258 0.309 -0.203 -0.289
H 7.459624 -17.464329 -0.425082 -0.193 -0.032 0.101 0.060
O 0.005203 -18.189550 -5.380270 0.058 -1.126 0.512 -0.303
H 1.613980 -11.252871 -1.509965 0.214 -0.046 -0.409 0.078
C 7.080983 -19.433491 0.289126 0.594 -0.452 0.490 -0.285
O 0.850714 -19.584170 -7.162472 -0.253 -0.862 0.660 -0.277
S 6.928885 -13.680725 -6.761084 0.986 -0.433 -1.624 0.546
C 7.752719 -14.009876 -1.521857 0.138 0.826 1.860 -0.084
C 6.491028 -12.394314 -5.325542 0.727 -0.417 -2.601 -0.628
H 3.029172 -15.120281 2.113334 0.368 0.325 0.014 0.089
H 0.226073 -16.898625 -2.699235 0.033 0.388 -0.163 0.075
F 7.361401 -23.867065 -3.362859 0.425 -0.452 -0.431 0.117
N 0.520497 -14.693429 0.408309 0.023 0.265 0.124 0.154
C 4.167367 -16.044055 -2.387432 -0.665 -1.027 -1.931 -0.637
O 5.614429 -18.720608 -6.691778 1.325 -0.621 -0.653 -0.325
C 8.326716 -14.523747 -2.734242 -0.080 -0.260 -0.319 -0.280
O 3.831658 -19.930918 -7.881337 1.552 -0.287 0.732 -0.243
C 1.627958 -14.818082 0.685831 -0.331 -0.381 -0.661 -0.302
C -0.928939 -20.705161 -5.425144 2.303 1.288 1.390 -0.649
O 3.690916 -20.884047 0.036362 -0.084 1.261 -0.192 -0.301
C 1.789447 -19.034428 0.226123 0.846 -2.033 -0.900 -0.655
O 4.264088 -15.627371 -9.707281 0.101 0.994 0.947 -0.335
```
Forces are in eV/Å.